1.
Below is a cluster of 2 separate species, C3H6N2O in total, with properties calculated with ωB97M-V/def2-TZVPD.

Calculated values
HOMO energy (spin up / spin down) (eV): -6.00 / -10.09
Energy relative to the best compared isomer or geometry (same formula, charge and spin) (kJ/mol): 64.5
⟨S²⟩: 2.00
Spin multiplicity: 3
Gap between HOMO and LUMO (spin up / spin down) (eV): 6.81 / 9.42

Each line ends with the Mulliken charge.
Atoms and positions in Å:
O (0.50608, 2.34056, -2.19723)  -0.483
N (-2.48758, -0.33353, 1.52202)  -0.396
N (1.72716, 0.47602, -1.42067)  -0.226
C (-1.86602, 0.76166, 1.24227)  -0.227
C (0.99911, 1.36913, -1.75160)  0.500
C (2.00567, -0.80559, -0.86918)  -0.534
H (-1.49101, 1.15136, 2.19057)  0.237
H (-3.07929, -0.87465, 0.86254)  0.197
H (1.16839, -0.91790, -0.08652)  0.234
H (2.83251, -0.81715, -0.28179)  0.247
H (2.08664, -1.53161, -1.65192)  0.251
H (-2.40165, -0.81830, 2.44151)  0.200

2.
Below is a structure of composition C36H43AsN5O5PPtS2, with properties calculated with ωB97M-V/def2-TZVPD.

Calculated values
HOMO energy (eV): -14.09
Energy relative to the best compared isomer or geometry (same formula, charge and spin) (kJ/mol): 0.0
Spin multiplicity: 1
Charge: +2
Gap between HOMO and LUMO (eV): 6.96

Each line ends with the Mulliken charge.
Atoms and positions in Å:
Pt (-0.56961, 0.54937, -1.31044)  2.747
As (2.79127, 0.06613, -1.36448)  1.028
S (-0.43676, 1.34961, -3.49361)  -0.324
S (-1.67187, 2.50812, -2.31759)  0.952
P (-1.95834, 0.48779, 1.86173)  -1.991
O (-1.08978, 0.12658, 0.64983)  -0.760
O (-0.65600, 2.73615, -1.22199)  -0.579
O (-2.41617, 3.58359, -2.82913)  -0.524
O (-2.43069, 1.31529, -1.72111)  -0.630
O (1.20721, -0.10857, -0.71413)  0.969
N (-1.80008, -0.75750, 2.90686)  0.222
N (-1.13086, -6.59637, -2.99764)  -0.368
N (-0.78997, -1.39649, -1.82039)  -0.019
N (-3.52210, 0.67050, 1.45722)  1.155
N (-1.44474, 1.83181, 2.60154)  0.720
C (-4.34305, 1.85606, 1.79501)  -0.560
C (-1.69380, 4.13828, 2.94371)  -0.685
C (-0.42608, -3.18416, -3.34088)  -0.981
C (-1.40932, -3.60362, -1.20016)  -1.084
C (-0.96819, -4.08135, -2.42832)  0.503
C (2.53035, -0.49553, -5.47226)  -0.825
C (-1.19367, 3.11497, 1.93319)  -0.053
C (-5.73684, 1.44049, 1.34384)  -0.821
C (3.82451, -0.97116, -0.15810)  0.141
C (-1.29867, -2.25878, -0.92394)  0.058
C (-4.22987, -0.20748, 0.50494)  0.020
C (5.13942, -1.28602, -0.49069)  -0.353
C (-1.34269, -3.10078, 3.08921)  -0.818
C (-2.91353, -1.36647, 3.64710)  -0.822
C (3.03830, -2.08494, -3.23607)  -0.518
C (-1.40424, 1.99522, 4.07434)  -0.426
C (4.93104, 3.47574, -2.28762)  -0.759
C (-0.68142, -1.71004, 2.93240)  0.382
C (-1.31011, 3.51610, 4.28982)  -0.811
C (3.06232, 4.19479, -0.94254)  -0.756
C (3.34063, 1.87921, -1.47681)  0.304
C (4.05600, -2.07213, 1.95254)  -0.684
C (3.27374, -1.35486, 1.05964)  -0.114
C (2.98205, -2.65814, -4.49903)  -0.952
C (4.20971, 4.48793, -1.66537)  -0.587
C (2.72090, -1.86637, -5.61054)  -0.464
C (-5.45085, 0.61240, 0.09271)  -0.787
C (-1.05860, -5.47942, -2.74565)  -0.372
C (2.62395, 2.88247, -0.83843)  0.131
C (4.49714, 2.16376, -2.20062)  -0.425
C (5.36762, -2.39201, 1.62949)  -0.550
C (5.90997, -2.00163, 0.41171)  -0.729
C (2.83007, -0.71527, -3.09992)  0.378
C (-2.85234, -2.82619, 3.20680)  -0.471
C (-0.34770, -1.85135, -3.00534)  -0.070
C (2.59543, 0.08801, -4.21516)  -0.708
H (-0.08393, -1.60885, 2.02801)  -0.661
H (-1.70357, 3.16504, 0.97176)  0.001
H (3.23834, -2.70168, -2.36775)  0.500
H (3.64352, -2.37781, 2.90457)  0.458
H (-1.96462, 3.84457, 5.09418)  0.383
H (-0.53862, 1.47927, 4.49025)  0.283
H (-6.28456, -0.01943, -0.20618)  0.424
H (2.35577, 0.11935, -6.34520)  0.480
H (1.74988, 2.64971, -0.24797)  0.056
H (-6.38225, 2.29719, 1.16287)  0.424
H (4.54916, 5.51200, -1.74268)  0.424
H (-0.96894, -3.59413, 3.98469)  0.348
H (-0.29244, 3.79317, 4.56355)  0.344
H (5.05227, 1.38007, -2.70366)  0.379
H (2.25262, -1.09305, 1.30328)  0.137
H (5.56462, -0.98820, -1.44237)  0.374
H (-6.20708, 0.81496, 2.10542)  0.309
H (-3.34940, -3.49812, 3.90344)  0.520
H (-2.29820, 1.57010, 4.53308)  0.383
H (3.15324, -3.71995, -4.61662)  0.512
H (-1.83317, -4.26732, -0.46027)  0.628
H (2.49135, 1.16080, -4.10790)  0.596
H (-1.11007, -3.75551, 2.24896)  0.303
H (2.50872, 4.98589, -0.45524)  0.451
H (-2.72449, -1.27892, 4.72096)  0.487
H (-0.03271, -1.49921, 3.78590)  0.531
H (-4.28813, 2.08643, 2.85834)  0.322
H (5.82894, 3.70984, -2.84277)  0.435
H (-4.00779, 2.73198, 1.23241)  0.285
H (5.97367, -2.94867, 2.33143)  0.416
H (-0.06303, -3.51085, -4.30443)  0.654
H (2.69047, -2.31527, -6.59463)  0.459
H (0.08240, -1.14488, -3.69593)  0.417
H (-5.19835, 1.26501, -0.74510)  0.240
H (-3.59626, -0.45625, -0.34735)  -0.259
H (-3.34343, -2.92884, 2.23601)  0.003
H (-1.60931, -1.84075, 0.01941)  0.683
H (-1.25438, 5.12204, 2.79050)  0.433
H (6.93228, -2.25334, 0.16525)  0.428
H (-3.85402, -0.86835, 3.42169)  0.406
H (-0.12003, 3.23859, 1.75498)  0.117
H (-4.53474, -1.13829, 0.99394)  0.309
H (-2.77747, 4.23795, 2.86557)  0.249

3.
Below is a structure of composition C7H14ErO5S, with properties calculated with ωB97M-V/def2-TZVPD.

Calculated values
HOMO energy (spin up / spin down) (eV): -21.07 / -17.84
⟨S²⟩: 3.86
Spin multiplicity: 4
Charge: +3
Gap between HOMO and LUMO (spin up / spin down) (eV): 9.44 / 2.72

Each line ends with the Mulliken charge.
Atoms and positions in Å:
Er (-6.43649, 0.50637, 0.21708)  1.393
S (-3.45716, 0.40703, -0.13791)  1.125
O (-2.43415, -0.83315, -0.79959)  -0.292
O (-4.73649, -0.05790, 0.59722)  -0.285
O (-2.43774, 1.23050, 1.00631)  -0.219
O (-0.37412, -1.75920, -0.48005)  -0.289
O (-3.91051, 1.44329, -1.23501)  -0.566
C (-1.34553, 0.20565, 1.10241)  -0.558
C (1.97396, -1.29927, 0.61102)  -0.458
C (-1.03426, -0.45738, -0.39921)  0.809
C (3.56474, 0.95000, 0.32312)  -1.008
C (-0.72412, 0.72746, -1.48953)  -1.059
C (2.15926, 0.30645, 0.86387)  -0.228
C (1.06621, -1.69111, -0.71505)  -0.241
H (3.77825, 1.90345, 0.99640)  0.358
H (0.41679, 0.89905, -1.71945)  0.365
H (4.48591, 0.23422, 0.41438)  0.380
H (1.40445, -2.80366, -0.99162)  0.378
H (2.12963, 0.46037, 2.04638)  0.343
H (-1.94700, -0.66822, 1.64848)  0.412
H (3.38240, 1.36879, -0.76691)  0.303
H (1.41212, -1.03619, -1.62026)  0.305
H (-1.15457, 1.79175, -1.19122)  0.341
H (1.61977, -1.90400, 1.57534)  0.354
H (1.28712, 0.96810, 0.42937)  0.163
H (3.06439, -1.72785, 0.37866)  0.438
H (-1.30446, 0.41840, -2.48231)  0.374
H (-0.44837, 0.41704, 1.81809)  0.362

4.
Below is a structure of composition C4H6N2O, with properties calculated with ωB97M-V/def2-TZVPD.

Calculated values
HOMO energy (eV): -8.26
Energy relative to the best compared isomer or geometry (same formula, charge and spin) (kJ/mol): 361.9
Spin multiplicity: 1
Gap between HOMO and LUMO (eV): 8.88

Each line ends with the Mulliken charge.
Atoms and positions in Å:
O (2.34775, -1.14342, -0.21214)  -0.509
N (0.03818, -0.92877, -0.07795)  -0.118
N (-2.21995, -0.26596, 0.49554)  -0.653
C (-0.92160, 0.10520, 0.07115)  0.904
C (-0.26831, 1.39746, 0.23443)  -1.217
C (1.26998, -0.33155, -0.06312)  0.328
C (1.12512, 1.04399, 0.05921)  -0.280
H (-0.91660, 0.87896, -0.91922)  0.031
H (-2.69476, 0.57254, 0.83095)  0.282
H (1.94756, 1.75485, 0.01807)  0.359
H (-0.12355, -1.92715, 0.00901)  0.253
H (-2.77878, -0.68266, -0.25182)  0.272
H (3.13967, -0.57440, -0.19004)  0.348

Number 1: M 86.1 Da, electronic energy -302.465414 hartree. Number 2: M 990.9 Da, electronic energy -5539.935115 hartree. Number 3: M 377.5 Da, electronic energy -2063.032239 hartree. Number 4: M 98.1 Da, electronic energy -340.657077 hartree.